[1]
{
  "formula": "C4H6FNO2",
  "method": "ωB97M-V with the def2-TZVPD basis set",
  "symbols": ["F", "O", "O", "N", "C", "C", "C", "C", "H", "H", "H", "H", "H", "H"],
  "positions_angstrom": [[0.23288, 1.66940, -1.27119], [0.78855, -2.12503, 1.16621], [-1.22530, -1.32439, 1.28193], [-0.07800, -1.31308, 0.79706], [1.78341, -0.46163, -0.38214], [-0.35311, 0.75749, -0.44840], [0.40019, -0.27437, -0.07660], [-1.73854, 1.13725, -0.01030], [2.18040, 0.24990, -1.10694], [-1.78709, 1.49856, 1.07558], [1.93699, -1.50860, -0.87903], [2.34080, -0.44944, 0.46812], [-2.46879, 0.19867, -0.06644], [-2.01240, 1.94527, -0.54786]],
  "s_squared": 2.007,
  "de_lowest_kcal_mol": 35.43,
  "spin_multiplicity": 3,
  "e_lumo_ev": [0.5, -3.7]
}

=====

[2]
{
  "formula": "C19H40MnO9P2Si4",
  "method": "ωB97M-V with the def2-TZVPD basis set",
  "symbols": ["Mn", "P", "P", "Si", "Si", "Si", "Si", "O", "O", "O", "O", "O", "O", "O", "O", "O", "C", "C", "C", "C", "C", "C", "C", "C", "C", "C", "C", "C", "C", "C", "C", "C", "C", "C", "C", "H", "H", "H", "H", "H", "H", "H", "H", "H", "H", "H", "H", "H", "H", "H", "H", "H", "H", "H", "H", "H", "H", "H", "H", "H", "H", "H", "H", "H", "H", "H", "H", "H", "H", "H", "H", "H", "H", "H", "H"],
  "positions_angstrom": [[-0.57672, -0.75211, 0.35142], [-1.35216, -3.19032, 2.22451], [-2.01483, -0.56149, 3.13853], [1.27786, 0.46073, -3.23472], [3.20790, -1.29754, -0.50808], [1.09935, -1.13394, -1.52585], [0.63477, -3.26310, -2.39228], [-1.10323, -2.64291, 0.82085], [-1.86170, 0.06043, 1.76293], [-1.88302, -4.54694, 2.36419], [-3.34530, 0.02716, 3.80599], [1.00840, -0.17644, 1.69697], [-0.01679, -2.94138, 3.08722], [-2.07101, -0.58717, -2.29187], [-0.87697, -0.42202, 4.08904], [-2.38106, -2.11177, 2.94381], [-2.41339, 1.32793, -0.94784], [-0.44254, 3.74132, 1.40874], [0.05700, 0.22334, -4.64719], [2.99176, 0.43843, -4.03472], [1.02614, 2.20021, -2.54124], [-0.70122, 3.67715, 3.80228], [-1.18161, -3.54790, -2.74295], [1.96367, 0.18222, 3.82584], [0.40525, 1.87469, 2.66661], [-0.89641, 4.32012, 2.58658], [1.18554, -4.56237, -1.14982], [3.91928, 0.42711, -0.17704], [0.19613, 2.51373, 1.44878], [1.10564, 0.56674, 2.66337], [-1.77484, -0.01907, -1.27107], [-0.03932, 2.46056, 3.84661], [4.46609, -2.17793, -1.61474], [3.18666, -2.27254, 1.10758], [1.62254, -3.53483, -3.98362], [1.49634, -4.56362, -4.33466], [3.19599, -0.54122, -4.47392], [-0.59341, 4.23907, 0.45898], [2.61651, 1.00568, 4.11687], [-1.07318, 4.12119, 4.71652], [4.59352, -1.67837, -2.57636], [1.11339, 2.95304, -3.33023], [-1.33383, -4.56180, -3.12579], [0.90698, -5.56093, -1.49885], [-1.40985, 5.27303, 2.55691], [0.18203, -0.75918, -5.10640], [-4.04991, 0.09559, 3.15191], [2.68915, -3.35981, -3.82268], [4.82975, 0.35609, 0.42615], [-1.73748, -3.44279, -1.80859], [-3.15166, 1.16819, -0.16100], [0.08844, 1.94076, 4.78671], [-1.67625, 2.01909, -0.53565], [-0.97262, 0.29955, -4.29986], [2.54173, -0.70096, 3.56424], [2.26416, -4.55251, -0.98117], [3.04755, 1.18343, -4.83436], [0.03402, 2.29429, -2.09334], [-2.88580, 1.73915, -1.84228], [0.54239, 2.04225, 0.53556], [4.14168, -3.20351, -1.80855], [1.29893, -0.05862, 4.65795], [1.77193, 2.42738, -1.77429], [0.22844, 0.97862, -5.42069], [4.02874, -1.96892, 1.73848], [5.44299, -2.22621, -1.12301], [-1.58569, -2.83058, -3.45667], [3.29851, -3.33867, 0.90100], [4.17841, 0.92791, -1.11362], [-0.09604, -2.14048, 3.64420], [3.21125, 1.06463, 0.35410], [2.26649, -2.13997, 1.67707], [0.68386, -4.38652, -0.19538], [3.78466, 0.65427, -3.31542], [1.28901, -2.86567, -4.77922]],
  "total_charge": -1,
  "s_squared": 6.434,
  "de_lowest_kcal_mol": 0.00,
  "spin_multiplicity": 5,
  "e_lumo_ev": [2.2, 2.2]
}

=====

[3]
{
  "formula": "C18H53NO15",
  "method": "ωB97M-V with the def2-TZVPD basis set",
  "symbols": ["O", "O", "O", "O", "O", "O", "O", "O", "O", "O", "O", "O", "O", "O", "O", "N", "C", "C", "C", "C", "C", "C", "C", "C", "C", "C", "C", "C", "C", "C", "C", "C", "C", "C", "H", "H", "H", "H", "H", "H", "H", "H", "H", "H", "H", "H", "H", "H", "H", "H", "H", "H", "H", "H", "H", "H", "H", "H", "H", "H", "H", "H", "H", "H", "H", "H", "H", "H", "H", "H", "H", "H", "H", "H", "H", "H", "H", "H", "H", "H", "H", "H", "H", "H", "H", "H", "H"],
  "positions_angstrom": [[-1.77101, 3.16778, 1.10767], [-2.37319, -7.41153, 1.02932], [-4.92266, 3.11606, 2.74901], [-1.50319, 5.74597, -3.94429], [0.37509, 2.34108, 2.63713], [-2.43162, -4.37868, 0.71456], [3.60700, 2.37234, -1.27829], [-1.89840, -1.36306, 0.16227], [-0.62903, -2.46487, -2.46331], [4.81039, -2.14938, 1.64806], [2.12418, 4.84909, 3.45757], [-1.73401, 4.98384, -1.15536], [-3.18840, -0.65390, -2.66548], [0.34345, -0.30448, -1.41605], [5.01304, -0.04197, -2.23820], [2.55873, -2.24289, -0.52728], [1.21386, -3.58779, 0.95793], [2.42474, -2.57588, 0.87365], [-2.49474, -1.28555, -3.79061], [3.52658, 1.96680, -2.66830], [-2.51275, 4.83775, -3.53638], [0.79813, 4.56003, 3.75557], [3.79846, -3.13834, 1.45392], [-0.53022, 0.57250, -0.68917], [-1.07367, -0.23428, 0.50002], [-4.02850, 2.82412, 1.73911], [-2.77969, -6.46383, 1.92540], [-1.81095, -2.58907, -3.32257], [3.83083, 0.44633, -2.86610], [0.47605, 3.03304, 3.89280], [-2.05319, 4.10568, -2.22491], [-2.71441, 3.42511, 2.08662], [-1.98906, -5.18654, 1.80586], [6.12583, -2.67935, 1.87744], [1.18770, -3.78425, 2.02977], [0.12941, 1.35037, -0.30457], [0.34787, -3.03539, 0.59321], [5.50063, -0.29755, -3.02466], [2.42593, 4.29764, 2.73201], [1.29897, 2.67247, 4.50996], [-2.59187, 4.14535, -4.37448], [-4.29924, 3.25150, 0.77363], [-3.84419, -6.35046, 1.72027], [2.96536, -0.17657, -2.64009], [-0.41227, -3.28577, -2.01527], [-0.20606, -0.69103, 0.97619], [1.35616, -4.51237, 0.39847], [-0.92769, -5.42652, 1.74259], [-1.51050, 6.41332, -3.25422], [-2.52083, -7.02780, 0.16182], [-3.93177, 1.74998, 1.58108], [-1.47295, 0.44670, 1.25164], [-3.51842, 0.20703, -2.93286], [-0.50416, 2.97350, 4.36582], [-3.40717, 5.45967, -3.49991], [-1.23871, 1.02220, -1.38480], [6.08638, -3.34791, 2.73742], [-2.62722, -6.84855, 2.93379], [-5.44301, 2.34323, 2.98045], [3.62724, -3.69429, 2.37570], [-1.68760, -0.66832, -4.18511], [2.17897, -1.68491, 1.45147], [-2.07299, -3.49471, 0.82215], [4.06480, -3.92273, 0.74549], [-2.46101, 2.90031, 3.00775], [3.84504, 0.23257, -3.93484], [3.45481, -1.78044, -0.46993], [-1.10883, 3.56413, -2.27978], [-1.64086, 4.45595, -0.35896], [-2.13092, -1.13737, -0.74139], [4.55321, 2.36810, -1.11622], [-1.50464, -3.16523, -4.19567], [0.20944, 5.01328, 2.95802], [-3.12082, -1.47724, -4.66203], [-0.11443, -1.06026, -1.79121], [0.49941, 5.11327, 4.64597], [2.52927, 2.12614, -3.07828], [6.44044, -3.28565, 1.02801], [-0.97998, 2.79964, 1.50809], [-2.77957, 3.40176, -1.81874], [-2.84424, 4.48894, 2.28533], [-2.44423, -3.25537, -2.73683], [6.74746, -1.79729, 2.03122], [1.89676, -1.55061, -0.84764], [4.25723, 2.52584, -3.25289], [-2.10906, -4.55282, 2.68455], [1.26509, 2.39241, 2.28094]],
  "de_lowest_kcal_mol": 57.08,
  "e_lumo_ev": 0.3
}

=====

[4]
{
  "formula": "C23H67FO14V",
  "method": "ωB97M-V with the def2-TZVPD basis set",
  "symbols": ["V", "F", "O", "O", "O", "O", "O", "O", "O", "O", "O", "O", "O", "O", "O", "O", "C", "C", "C", "C", "C", "C", "C", "C", "C", "C", "C", "C", "C", "C", "C", "C", "C", "C", "C", "C", "C", "C", "C", "H", "H", "H", "H", "H", "H", "H", "H", "H", "H", "H", "H", "H", "H", "H", "H", "H", "H", "H", "H", "H", "H", "H", "H", "H", "H", "H", "H", "H", "H", "H", "H", "H", "H", "H", "H", "H", "H", "H", "H", "H", "H", "H", "H", "H", "H", "H", "H", "H", "H", "H", "H", "H", "H", "H", "H", "H", "H", "H", "H", "H", "H", "H", "H", "H", "H", "H"],
  "positions_angstrom": [[-12.51066, 3.70385, 16.64171], [-13.12899, 5.39942, 17.33380], [-13.44985, 2.84449, 18.33569], [-12.63827, 7.97033, 13.83841], [-11.46520, 1.94740, 16.35341], [-10.90471, 4.78633, 16.38568], [-9.69095, 6.84035, 20.95326], [-16.11923, 2.40522, 18.09117], [-13.31075, 3.75036, 15.29839], [-15.79179, 5.81139, 18.00911], [-15.22032, 8.87950, 14.61583], [-9.25923, 3.24982, 16.38898], [-15.29010, 5.69253, 13.78645], [-12.08806, 5.50559, 21.36395], [-11.42467, 8.14366, 16.70226], [-16.26692, 3.94583, 20.34284], [-10.65118, -0.00624, 15.19840], [-9.27979, 6.57051, 19.60637], [-15.96178, 8.22475, 18.04198], [-16.93384, 3.00700, 17.10149], [-17.85516, 6.70290, 17.29517], [-12.43966, 9.08486, 16.83564], [-16.58789, 9.00555, 14.18814], [-12.93232, 1.60919, 20.30520], [-8.40535, 5.31769, 19.51433], [-16.38023, 6.94298, 17.33067], [-11.35541, 3.36253, 19.29906], [-17.18510, 5.75111, 21.74008], [-9.66743, 4.37809, 16.11558], [-16.58438, 4.34173, 21.64978], [-15.79342, 4.67323, 12.99445], [-12.64417, -0.16311, 16.67829], [-8.64645, 7.82594, 19.04526], [-11.88395, 7.23268, 12.82572], [-12.88745, 6.62518, 20.94494], [-12.69481, 2.94973, 19.61910], [-8.80243, 5.45499, 15.62640], [-17.58872, 3.36524, 22.20964], [-11.92302, 0.70969, 15.74127], [-8.60005, 7.65582, 17.96871], [-18.43829, 7.56911, 16.98288], [-12.87993, 6.70299, 19.82519], [-16.23894, 8.19190, 19.07631], [-10.74438, 3.43239, 20.20289], [-8.19915, 5.00200, 18.48935], [-15.71049, 3.65258, 13.33798], [-17.54297, 2.23631, 16.56433], [-15.68974, 4.33212, 22.35947], [-16.02380, 4.69960, 19.65676], [-12.66040, 7.56915, 21.41684], [-11.83593, 7.26076, 16.85536], [-17.28493, 9.04883, 15.04178], [-17.58553, 5.83501, 22.74692], [-13.95187, 1.51100, 20.63504], [-7.90609, 5.04340, 15.13262], [-13.35477, 0.35049, 17.28119], [-16.86850, 4.76309, 12.84553], [-15.96191, 6.85898, 16.34140], [-16.70741, 9.83911, 13.47759], [-9.91602, -0.23149, 16.05332], [-13.90732, 6.47177, 21.21569], [-7.42682, 5.56024, 20.01480], [-18.12006, 6.51571, 18.30611], [-10.89971, 2.57299, 18.67874], [-13.20180, 3.69178, 20.24458], [-12.57124, 0.84099, 14.85058], [-15.38682, 4.68775, 12.04106], [-16.41734, 6.50608, 21.52589], [-12.14414, 8.63998, 14.25570], [-18.18335, 5.77799, 16.76540], [-14.48218, 5.43940, 14.21590], [-16.90589, 8.08553, 13.70240], [-7.64821, 8.11674, 19.44639], [-11.03684, 6.74518, 13.33726], [-12.74930, 0.75529, 19.62488], [-16.54737, 2.51853, 18.96506], [-11.90916, -0.73098, 17.30134], [-11.59997, 7.96631, 12.10272], [-11.18238, 5.79803, 21.48540], [-10.22568, 0.52407, 14.36466], [-16.41233, 9.08577, 17.60528], [-17.25489, 2.34923, 22.28026], [-13.48184, 8.74922, 16.76477], [-9.25357, 8.73250, 19.15149], [-8.45878, 6.02049, 16.52386], [-10.88543, -1.06382, 14.91402], [-17.80192, 3.68346, 23.24462], [-8.85717, 4.53969, 20.13906], [-13.12535, -0.95029, 16.06725], [-11.30924, 4.37984, 18.84886], [-12.39649, 9.57728, 17.83033], [-14.85350, 5.74092, 17.85651], [-10.48940, 2.19874, 16.29124], [-14.68898, 8.25585, 14.13178], [-12.27319, 1.46674, 21.15582], [-18.49119, 3.37582, 21.59129], [-16.24094, 3.52363, 16.40462], [-14.40957, 2.72007, 18.46373], [-9.37754, 6.10877, 14.91421], [-17.63033, 3.73684, 17.49757], [-8.89710, 7.04521, 21.51903], [-12.20033, 9.75685, 16.04272], [-17.99114, 5.88755, 21.10352], [-12.58479, 6.51135, 12.40686], [-10.23617, 6.41044, 19.01195], [-14.90986, 8.33145, 17.98148]],
  "s_squared": 0.763,
  "spin_multiplicity": 2,
  "e_lumo_ev": [0.5, 0.5]
}

=====

[5]
{
  "formula": "C15H23N4PTi",
  "method": "ωB97M-V with the def2-TZVPD basis set",
  "symbols": ["Ti", "P", "N", "N", "N", "N", "C", "C", "C", "C", "C", "C", "C", "C", "C", "C", "C", "C", "C", "C", "C", "H", "H", "H", "H", "H", "H", "H", "H", "H", "H", "H", "H", "H", "H", "H", "H", "H", "H", "H", "H", "H", "H", "H"],
  "positions_angstrom": [[0.00000, 0.00000, 0.00000], [2.03410, -0.62620, -0.99420], [0.03410, -0.30010, 4.81430], [-0.66920, 1.67020, 3.32030], [0.05850, 1.75640, 0.86130], [-2.68710, -1.01720, -2.95200], [-1.52170, -1.13670, -3.81600], [2.59470, 1.12640, -1.26680], [-1.01830, 1.83690, -2.28980], [0.48140, 3.21860, -3.66060], [0.09030, 1.37250, -1.52840], [-0.79890, 2.75740, -3.33500], [2.09510, -1.37100, -2.67980], [1.58490, 2.71370, -2.96570], [-2.42930, 1.31810, -2.08270], [3.40020, -1.46770, -0.08320], [-0.22710, 1.79550, 1.98470], [-2.45730, -0.18840, -1.77070], [-0.28130, 0.59790, 4.12530], [1.39670, 1.79340, -1.92000], [-3.23470, -2.31730, -2.59730], [0.18550, -0.93840, 1.53350], [-2.53610, -2.94430, -1.98810], [-3.48020, -2.88210, -3.51430], [1.39960, -0.80450, -3.32070], [-4.16250, -2.17950, -2.01490], [2.81330, 1.54280, -0.26490], [0.61980, 3.93990, -4.47320], [2.60100, 3.01980, -3.24170], [-1.52580, -0.48080, -1.22220], [4.35710, -1.38390, -0.62810], [-1.66330, 3.10880, -3.91140], [-3.01900, 1.53580, -2.99020], [-2.91610, 1.83580, -1.24310], [-3.30520, -0.36630, -1.07920], [-0.30470, -1.42630, 1.06150], [-0.65400, -1.63840, -3.31800], [-1.19080, -0.14000, -4.15120], [-1.78470, -1.72510, -4.71250], [1.75650, -2.41950, -2.63090], [3.11240, -1.32980, -3.10750], [3.50870, 1.20220, -1.88350], [3.50500, -1.00400, 0.91190], [3.15330, -2.53460, 0.05100]],
  "s_squared": 2.006,
  "spin_multiplicity": 3,
  "e_lumo_ev": [-0.4, -0.6]
}

=====

[6]
{
  "formula": "C4H4N2O2",
  "method": "ωB97M-V with the def2-TZVPD basis set",
  "symbols": ["O", "O", "N", "N", "C", "C", "C", "C", "H", "H", "H", "H"],
  "positions_angstrom": [[0.88694, 1.85733, 0.52506], [-0.07370, 1.15214, -1.41706], [0.92695, 1.06740, -0.41260], [-2.35944, -2.00596, -1.09616], [-0.76916, -0.45885, 1.86169], [-1.28963, -0.87546, 0.85550], [1.66083, 0.01066, -0.52448], [-1.95177, -1.50974, -0.14707], [-0.44887, -0.22864, 2.85788], [2.48335, -0.17668, 0.19729], [1.72403, -0.54295, -1.52569], [-0.78951, 1.71074, -1.17436]],
  "s_squared": 2.008,
  "de_lowest_kcal_mol": 119.59,
  "spin_multiplicity": 3,
  "e_lumo_ev": [0.4, -1.9]
}

=====

Copy entry 6 word for word.
{
  "formula": "C4H4N2O2",
  "method": "ωB97M-V with the def2-TZVPD basis set",
  "symbols": ["O", "O", "N", "N", "C", "C", "C", "C", "H", "H", "H", "H"],
  "positions_angstrom": [[0.88694, 1.85733, 0.52506], [-0.07370, 1.15214, -1.41706], [0.92695, 1.06740, -0.41260], [-2.35944, -2.00596, -1.09616], [-0.76916, -0.45885, 1.86169], [-1.28963, -0.87546, 0.85550], [1.66083, 0.01066, -0.52448], [-1.95177, -1.50974, -0.14707], [-0.44887, -0.22864, 2.85788], [2.48335, -0.17668, 0.19729], [1.72403, -0.54295, -1.52569], [-0.78951, 1.71074, -1.17436]],
  "s_squared": 2.008,
  "de_lowest_kcal_mol": 119.59,
  "spin_multiplicity": 3,
  "e_lumo_ev": [0.4, -1.9]
}